No. 1
Formula: C6H5N3O2S
Source: the OMol25 dataset
Level of theory: wB97M-V/def2-TZVPD

Computed properties:
Highest occupied orbital energy, eV: -8.98
HOMO-LUMO gap, hartree: 0.2775
LUMO level, eV: -1.429
ΔE to the lowest compared entry with this formula, charge and spin, kcal/mol: 51.2

Cartesian coordinates (Å):
S (1.804, -0.145, -1.356)
O (0.886, -2.268, 1.527)
O (3.029, 0.460, -1.050)
N (1.622, -1.453, -0.444)
N (-1.021, 1.745, -0.077)
N (1.896, -0.714, -2.945)
C (-0.180, -0.312, 0.696)
C (0.820, -1.465, 0.612)
C (-2.092, 0.811, 1.815)
C (-1.979, 1.861, 0.848)
C (-0.235, 0.762, -0.036)
C (-1.232, -0.275, 1.771)
H (-1.437, -1.303, 2.248)
H (-2.743, 0.951, 2.655)
H (2.293, -0.119, -3.668)
H (1.139, -1.251, -3.450)
H (-2.570, 2.716, 0.851)


No. 2
Formula: C6H5N3O4
Source: the OMol25 dataset
Level of theory: wB97M-V/def2-TZVPD

Computed properties:
Highest occupied orbital energy, eV: -0.12
Net charge: -2
HOMO-LUMO gap, hartree: 0.2121
LUMO level, eV: 5.646
ΔE to the lowest compared entry with this formula, charge and spin, kcal/mol: 0.0

Cartesian coordinates (Å):
O (0.940, 1.122, 0.449)
O (-2.653, -0.662, -0.937)
O (0.125, -0.858, -0.364)
O (-2.572, -1.331, 1.197)
N (-1.287, 0.451, 0.582)
N (-0.200, 2.172, 3.534)
N (-2.601, 2.564, 1.287)
C (-2.261, -0.630, 0.231)
C (-0.009, 0.351, 0.290)
C (1.961, -0.510, -1.925)
C (-1.738, 1.740, 1.513)
C (1.429, -1.427, -0.777)
C (-0.822, 1.838, 2.617)
H (1.125, -2.434, -1.059)
H (2.947, -0.804, -2.299)
H (1.420, -0.639, -2.818)
H (2.188, 0.456, -1.670)
H (2.009, -1.400, 0.149)


No. 3
Formula: C6H5NO
Source: the OMol25 dataset
Level of theory: wB97M-V/def2-TZVPD

Computed properties:
Highest occupied orbital energy, eV: -8.97
HOMO-LUMO gap, hartree: 0.3603
LUMO level, eV: 0.838
ΔE to the lowest compared entry with this formula, charge and spin, kcal/mol: 56.3

Cartesian coordinates (Å):
O (0.769, -1.734, -0.028)
N (1.862, -0.025, -0.745)
C (-1.431, -0.766, 0.566)
C (1.903, -1.277, -0.606)
C (-0.415, 2.690, -0.352)
C (-0.038, -0.644, 0.217)
C (0.667, 0.345, -0.206)
C (0.209, 1.670, -0.169)
H (-2.002, -1.552, 0.070)
H (-0.633, 3.790, -0.502)
H (-1.659, -0.905, 1.878)
H (-2.033, 0.164, 0.560)
H (2.802, -1.757, -0.683)


No. 4
Formula: C6H5NO
Source: the OMol25 dataset
Level of theory: wB97M-V/def2-TZVPD

Computed properties:
Highest occupied orbital energy, eV: -9.45
HOMO-LUMO gap, hartree: 0.2992
LUMO level, eV: -1.303
SMILES: C=C1C=NC=CC1=O
ΔE to the lowest compared entry with this formula, charge and spin, kcal/mol: 34.2

Cartesian coordinates (Å):
O (1.489, -0.899, 1.309)
N (-0.553, 1.172, -1.531)
C (0.558, 0.396, -1.846)
C (1.335, -0.381, -1.077)
C (0.839, -0.536, 0.361)
C (-0.584, -0.171, 0.669)
C (-1.082, 0.820, -0.331)
C (-1.013, -0.410, 1.887)
H (-2.125, 1.250, -0.110)
H (-0.347, -0.924, 2.669)
H (2.199, -1.075, -1.434)
H (1.077, 0.544, -2.858)
H (-1.793, 0.213, 2.291)


No. 5
Formula: C6H5NO
Source: the OMol25 dataset
Level of theory: wB97M-V/def2-TZVPD

Computed properties:
Highest occupied orbital energy, eV: -9.04
HOMO-LUMO gap, hartree: 0.2878
LUMO level, eV: -1.213
SMILES: C=CC1=CC(=O)C=N1
ΔE to the lowest compared entry with this formula, charge and spin, kcal/mol: 64.8

Cartesian coordinates (Å):
O (-0.805, 3.133, 0.191)
N (-1.091, -0.064, -0.813)
C (-1.623, 1.094, -0.543)
C (0.499, -2.452, 0.270)
C (-0.533, 1.995, 0.077)
C (0.616, 1.208, 0.291)
C (1.067, -1.055, 0.193)
C (0.243, 0.022, -0.089)
H (1.576, 1.524, 0.844)
H (2.068, -0.771, 0.462)
H (1.084, -3.385, 0.260)
H (-2.409, 1.331, -1.260)
H (-0.691, -2.579, 0.117)


No. 6
Formula: C6H5NO3S
Source: the OMol25 dataset
Level of theory: wB97M-V/def2-TZVPD

Computed properties:
Expectation value of S²: 2.05
Highest occupied orbital energy (spin up / spin down), eV: -6.81 / -10.79
2S+1: 3
HOMO-LUMO gap (spin up / spin down), hartree: 0.2703 / 0.3110
LUMO level (spin up / spin down), eV: 0.541 / -2.332
ΔE to the lowest compared entry with this formula, charge and spin, kcal/mol: 0.0

Cartesian coordinates (Å):
S (3.627, -0.232, 0.072)
O (3.777, -0.526, 1.479)
O (3.404, 1.394, -0.217)
O (4.473, -0.876, -0.858)
N (-0.151, 1.593, 0.356)
C (2.128, 1.253, -0.665)
C (-1.099, 0.524, 0.206)
C (1.021, 1.778, 0.178)
C (1.860, -0.148, -0.368)
C (0.938, -0.925, 0.374)
C (-0.441, -0.720, 0.649)
H (-0.798, -1.300, 1.523)
H (-2.066, 0.655, 0.763)
H (-1.377, 0.668, -0.948)
H (1.816, 1.802, -1.659)
H (1.440, -1.844, 0.821)


No. 7
Formula: C6H5NO6Pb
Source: the OMol25 dataset
Level of theory: wB97M-V/def2-TZVPD

Computed properties:
Highest occupied orbital energy, eV: -17.33
Net charge: +2
HOMO-LUMO gap, hartree: 0.3416
LUMO level, eV: -8.032
ΔE to the lowest compared entry with this formula, charge and spin, kcal/mol: 7.0

Cartesian coordinates (Å):
Pb (-1.653, -0.043, -0.801)
O (-0.560, -3.259, -2.389)
O (-5.209, -1.271, -1.255)
O (-2.427, 2.880, -2.919)
O (-2.150, -0.027, 2.755)
O (0.698, -0.448, -0.037)
O (0.253, 1.736, 0.444)
N (2.771, -0.391, 1.408)
C (-4.134, -0.915, -1.126)
C (1.032, 0.763, 0.288)
C (2.510, 0.862, 0.610)
C (-2.153, 1.966, -2.296)
C (-2.231, -0.070, 1.612)
C (-1.030, -2.297, -1.988)
H (3.765, -0.532, 1.625)
H (2.377, -1.187, 0.881)
H (3.108, 0.786, -0.299)
H (2.770, 1.750, 1.187)
H (2.262, -0.302, 2.299)


No. 8
Formula: C6H5NOS
Source: the OMol25 dataset
Level of theory: wB97M-V/def2-TZVPD

Computed properties:
Highest occupied orbital energy (spin up / spin down), eV: -9.49 / -8.32
HOMO-LUMO gap (spin up / spin down), hartree: 0.3079 / 0.2448
LUMO level (spin up / spin down), eV: -1.108 / -1.657
ΔE to the lowest compared entry with this formula, charge and spin, kcal/mol: 111.3

Cartesian coordinates (Å):
S (-2.509, 1.356, 0.034)
O (0.603, 0.533, -0.459)
N (-3.038, -2.116, -1.112)
C (-2.547, -0.316, 0.532)
C (0.727, -0.493, 0.457)
C (2.761, 0.258, 0.018)
C (-2.961, -1.295, -0.306)
C (1.891, 0.958, -0.717)
C (1.983, -0.579, 0.919)
H (2.200, 1.741, -1.340)
H (3.784, 0.458, -0.082)
H (2.373, -1.348, 1.682)
H (-3.364, 1.499, -1.047)
H (-1.904, -0.655, 1.421)


No. 9
Formula: C6H5NOS2
Source: the OMol25 dataset
Level of theory: wB97M-V/def2-TZVPD

Computed properties:
Highest occupied orbital energy, eV: -8.70
HOMO-LUMO gap, hartree: 0.3110
LUMO level, eV: -0.234
SMILES: O=C1C[C@H]2C[C@@]13SSC3=N2
ΔE to the lowest compared entry with this formula, charge and spin, kcal/mol: 26.4

Cartesian coordinates (Å):
S (-2.886, -1.028, -0.318)
S (-2.568, 0.602, 0.990)
O (-0.435, 2.487, -0.736)
N (-0.167, -1.689, -0.646)
C (0.320, -0.266, 1.198)
C (-1.166, -0.939, -0.386)
C (-0.123, 1.375, -0.453)
C (-0.856, 0.332, 0.411)
C (1.073, 0.519, -0.899)
C (0.931, -0.819, -0.115)
H (2.017, 0.995, -0.630)
H (0.010, -1.041, 1.898)
H (0.949, 0.461, 1.709)
H (1.855, -1.385, -0.042)
H (1.048, 0.397, -1.982)


No. 10
Formula: C6H5O7S
Source: the OMol25 dataset
Level of theory: wB97M-V/def2-TZVPD

Computed properties:
Highest occupied orbital energy, eV: -5.78
Net charge: -1
HOMO-LUMO gap, hartree: 0.3341
LUMO level, eV: 3.308
SMILES: O=C1CCC(=O)[C@@](O)(S(=O)(=O)[O-])C1=O
ΔE to the lowest compared entry with this formula, charge and spin, kcal/mol: 10.9

Cartesian coordinates (Å):
S (0.428, 1.005, -1.582)
O (1.528, 1.464, 1.966)
O (-1.393, -2.249, -0.666)
O (-0.710, 0.975, -2.480)
O (1.713, 1.301, -2.229)
O (1.166, -1.535, -1.688)
O (2.502, -1.030, 0.792)
O (0.096, 1.869, -0.449)
C (0.837, 0.718, 1.252)
C (0.685, -0.724, -0.801)
C (1.498, -0.431, 0.428)
C (-0.991, -1.229, -0.256)
C (-0.655, 0.369, 1.680)
C (-1.590, -0.257, 0.656)
H (-2.411, -0.698, 1.191)
H (0.739, -1.358, -2.461)
H (-0.322, -0.138, 2.553)
H (-1.197, 1.302, 2.021)
H (-1.920, 0.646, 0.073)


No. 11
Formula: C6H6
Source: the OMol25 dataset
Level of theory: wB97M-V/def2-TZVPD

Computed properties:
Highest occupied orbital energy, eV: -9.98
HOMO-LUMO gap, hartree: 0.4038
LUMO level, eV: 1.005
SMILES: C#CC(C)C#C
ΔE to the lowest compared entry with this formula, charge and spin, kcal/mol: 99.4

Cartesian coordinates (Å):
C (-0.171, -1.696, 1.572)
C (0.585, 0.087, -0.189)
C (-0.445, -0.583, -1.169)
C (0.388, 1.517, 0.138)
C (0.347, -0.788, 0.971)
C (0.294, 2.666, 0.475)
H (-0.532, -0.211, -2.193)
H (-1.417, -0.509, -0.675)
H (-0.164, -1.641, -1.199)
H (0.165, 3.687, 0.778)
H (1.621, -0.019, -0.545)
H (-0.673, -2.511, 2.035)


No. 12
Formula: C6H6
Source: the OMol25 dataset
Level of theory: wB97M-V/def2-TZVPD

Computed properties:
Highest occupied orbital energy, eV: -8.69
HOMO-LUMO gap, hartree: 0.3118
LUMO level, eV: -0.203
ΔE to the lowest compared entry with this formula, charge and spin, kcal/mol: 169.4

Cartesian coordinates (Å):
C (-0.002, 0.523, 2.015)
C (0.792, -0.477, -1.359)
C (-0.970, -0.703, 1.533)
C (-0.060, -0.562, 2.817)
C (-0.749, 0.042, 0.531)
C (-0.447, 0.295, -0.890)
H (0.952, -0.327, -2.431)
H (1.687, -0.142, -0.825)
H (0.666, -1.547, -1.172)
H (-1.330, -0.020, -1.459)
H (-0.211, 1.548, 2.308)
H (-0.330, 1.370, -1.068)


| no. | DFT total energy (hartree) |
| --- | --- |
| 1 | -944.4158 |
| 2 | -696.8247 |
| 3 | -361.4945 |
| 4 | -361.5298 |
| 5 | -361.4810 |
| 6 | -910.0345 |
| 7 | -930.0430 |
| 8 | -759.5896 |
| 9 | -1157.9550 |
| 10 | -1156.5321 |
| 11 | -232.0680 |
| 12 | -231.9563 |